No. 1
53
Properties=species:S:1:pos:R:3:forces:R:3:nbo_charge:R:1 method="wB97M-V/def2-TZVPD" smiles="CCOc1ccc(CCNC(=O)c2cc3sccc3n2CC)cc1OCC" homo_ev=-7.9 total_charge=0 orbital_gap_ev=8.450 de_lowest_ev=2.080
C 4.557335 -3.469660 0.702178 -0.4 0.2 0.0 -0.618
C 3.188697 -2.891167 0.376826 0.2 -0.2 -0.3 -0.061
H 2.555072 -3.657515 -0.091252 0.0 0.1 0.0 0.173
H 3.291828 -2.045849 -0.317740 -0.1 -0.1 0.1 0.173
O 2.613481 -2.457810 1.592047 -0.2 0.1 0.3 -0.533
C 1.331297 -1.975891 1.594422 0.1 0.0 0.1 0.293
C 0.589053 -1.779088 0.436672 0.2 -0.1 0.0 -0.304
C -0.690885 -1.253287 0.477789 -0.1 0.0 0.1 -0.233
C -1.270899 -0.906009 1.687521 -0.1 -0.1 -0.1 -0.031
C -0.541387 -1.119106 2.846541 0.2 -0.1 -0.1 -0.242
C 0.741149 -1.656010 2.833979 -0.1 0.0 0.0 0.253
O 1.321419 -1.753810 4.065586 -0.1 0.3 -0.3 -0.500
C 2.310511 -2.730716 4.338527 0.4 -0.5 0.2 -0.061
C 1.792565 -4.154376 4.167213 0.0 0.5 0.0 -0.639
H 1.559356 -4.351499 3.123858 0.0 -0.1 -0.1 0.210
H 0.890873 -4.298962 4.758250 -0.1 -0.1 0.1 0.212
H 2.549522 -4.860877 4.496685 0.1 -0.1 0.0 0.214
H 3.199409 -2.572100 3.721879 -0.1 0.0 0.2 0.190
H 2.566858 -2.547858 5.386270 0.0 0.0 -0.1 0.184
H -0.959457 -0.870241 3.809943 0.0 0.0 0.2 0.221
C -2.619628 -0.247635 1.735753 0.1 0.3 0.0 -0.427
H -3.198924 -0.520906 0.852560 -0.1 0.0 0.0 0.217
H -3.167998 -0.558142 2.625436 -0.1 0.0 0.0 0.217
C -2.459525 1.284153 1.765094 -0.3 -0.1 0.0 -0.215
N -1.652715 1.748342 0.663903 0.2 0.0 0.1 -0.605
C -2.195175 2.210730 -0.491031 0.2 0.0 0.3 0.650
O -3.377920 2.500203 -0.587831 -0.2 0.0 -0.1 -0.646
C -1.224666 2.350857 -1.587446 0.4 -0.3 -0.1 0.034
C 0.002845 1.710928 -1.727222 -0.4 0.1 0.2 -0.271
C 0.515146 2.123581 -2.958061 0.0 0.3 -0.6 -0.263
C -0.408339 3.005017 -3.535679 0.7 -0.7 0.4 0.099
N -1.460329 3.136883 -2.691980 0.1 -0.1 0.2 -0.297
C -2.628082 3.936337 -2.968573 -0.6 0.2 -0.2 -0.207
C -3.670414 3.136823 -3.745707 0.1 0.1 0.2 -0.613
H -4.508388 3.776925 -4.006522 -0.1 0.1 -0.1 0.211
H -3.238798 2.728455 -4.657294 0.0 0.0 -0.1 0.203
H -4.034440 2.322193 -3.125728 0.0 -0.1 0.0 0.230
H -2.306564 4.808266 -3.545767 0.0 -0.1 0.1 0.195
H -3.059124 4.266993 -2.022732 0.1 0.0 -0.2 0.239
C -0.001293 3.504057 -4.794155 0.1 0.2 -0.3 -0.279
C 1.206364 2.995452 -5.145461 0.1 -0.2 0.2 -0.376
S 1.894275 1.904056 -3.979778 -0.4 0.2 0.0 0.401
H 1.761395 3.189840 -6.041886 0.1 0.1 -0.2 0.233
H -0.561650 4.189379 -5.403749 -0.1 0.1 -0.2 0.229
H 0.455904 1.015280 -1.048653 0.0 -0.1 0.2 0.226
H -0.693254 1.442496 0.659820 0.0 0.1 -0.1 0.403
H -3.435338 1.765369 1.674660 0.1 0.0 0.1 0.236
H -1.983736 1.590442 2.700670 -0.1 0.0 0.0 0.195
H -1.233590 -1.111677 -0.445373 -0.1 0.0 -0.1 0.218
H 1.015430 -2.023240 -0.523400 0.1 -0.1 -0.1 0.222
H 5.179643 -2.710825 1.168847 0.1 0.1 0.0 0.214
H 4.455006 -4.305621 1.389252 0.0 -0.1 0.0 0.212
H 5.038081 -3.813177 -0.209163 0.1 0.0 -0.1 0.216

No. 2
46
Properties=species:S:1:pos:R:3:forces:R:3:nbo_charge:R:1 method="wB97M-V/def2-TZVPD" homo_ev=-5.9 total_charge=0 orbital_gap_ev=2.617
Cl -5.479327 1.798764 -2.409336 -0.1 0.1 0.0 0.053
C -3.850967 1.269490 -2.351775 0.8 -0.4 0.1 -0.011
C -3.567660 -0.108187 -2.338912 0.1 0.3 0.0 -0.246
C -2.251742 -0.530003 -2.277997 0.1 0.4 0.0 -0.111
C -1.159218 0.393734 -2.239037 -0.6 0.0 0.1 -0.160
C 0.142490 -0.176186 -2.200624 0.1 0.1 0.1 -0.011
C 1.440189 0.403490 -2.234498 0.5 0.0 0.0 -0.132
C 2.541741 -0.511312 -2.232046 -0.1 0.3 0.0 -0.108
C 3.855387 -0.080728 -2.277113 -0.1 0.3 0.0 -0.240
C 4.127447 1.298353 -2.322253 -0.9 -0.4 0.0 -0.013
Cl 5.748830 1.840528 -2.382633 0.2 0.1 0.0 0.057
C 3.076494 2.229500 -2.323287 -0.2 -0.3 0.0 -0.220
C 1.755322 1.794344 -2.284366 0.5 -0.2 0.0 -0.146
C -1.486163 1.782129 -2.240470 -0.4 -0.3 0.0 -0.081
C -2.809483 2.207896 -2.301993 0.2 -0.3 0.0 -0.249
H -4.383937 -0.825908 -2.374776 0.2 0.2 0.0 0.241
H -2.025931 -1.596762 -2.269455 -0.1 0.3 0.0 0.221
H 0.146286 -1.269328 -2.200777 0.0 0.3 0.1 0.211
H 2.322478 -1.578488 -2.201931 0.1 0.2 0.0 0.222
H 4.676355 -0.792321 -2.279528 -0.2 0.1 0.0 0.241
H 3.304899 3.292315 -2.359178 -0.1 -0.2 0.0 0.235
H 0.969663 2.539268 -2.300296 0.4 -0.2 0.0 0.209
H -0.707575 2.533065 -2.188137 -0.4 -0.2 0.0 0.199
H -3.047871 3.269235 -2.309590 0.1 -0.2 0.0 0.236
C -4.352305 -1.127240 1.222594 -0.3 0.2 0.1 -0.626
C -3.004393 -1.601611 1.702663 -0.4 -0.2 -0.2 -0.074
O -2.110868 -0.493982 1.870783 0.2 -0.3 0.1 -0.519
C -0.951348 -0.933954 2.454680 0.4 -0.8 0.6 0.714
C 0.132125 0.022680 2.433218 -0.9 -0.3 -0.3 -0.338
C 1.411048 -0.310506 2.899878 1.2 -0.4 0.5 -0.042
C 1.715615 -1.534704 3.597084 0.5 0.2 -0.2 -0.247
C 3.027466 -1.802139 3.983923 -0.8 0.8 -0.5 0.023
N 4.031242 -0.951752 3.744662 0.8 -0.1 0.1 -0.448
C 3.793407 0.196095 3.100203 -0.9 -0.2 0.0 0.017
C 2.520707 0.567328 2.669142 0.0 -0.5 0.2 -0.248
O -0.898395 -2.083992 2.916701 -0.1 1.2 -0.6 -0.662
H -4.923076 -1.986185 0.859692 0.0 0.0 0.0 0.210
H -4.929056 -0.691555 2.044333 0.1 0.1 -0.2 0.211
H -4.283265 -0.401095 0.408955 0.1 0.0 0.1 0.205
H -3.107511 -2.132765 2.657245 0.1 0.1 -0.4 0.206
H -2.556041 -2.285786 0.965306 -0.1 0.1 0.3 0.169
H -0.063682 1.008315 2.026552 0.0 -0.1 0.0 0.211
H 0.935637 -2.261254 3.790472 0.2 0.3 0.0 0.259
H 3.257817 -2.740124 4.501565 0.1 0.4 -0.2 0.190
H 4.645479 0.854823 2.911008 -0.2 -0.2 0.1 0.187
H 2.371704 1.506531 2.139350 0.0 -0.1 0.1 0.204

No. 3
15
Properties=species:S:1:pos:R:3:forces:R:3:nbo_charge:R:1 method="wB97M-V/def2-TZVPD" homo_ev="-9.9 / -14.1" total_charge=+1 s2=2.01 multiplicity=3 orbital_gap_ev="6.667 / 6.039" de_lowest_ev=5.059
C -0.830760 -2.111137 -0.686229 0.8 0.9 -2.2 -0.187
C 1.217359 2.666107 0.575928 -1.8 0.1 -0.3 -0.679
C 0.190663 1.611186 0.775025 0.8 1.5 0.3 0.227
N -0.099222 -3.012162 -0.420126 -0.1 0.7 1.9 0.009
N -0.018406 0.533634 0.211940 0.8 -3.6 -2.5 -0.646
O 0.590207 -4.082151 -0.308618 0.0 -2.0 -0.6 -0.416
P -2.062445 -0.879637 -0.329827 -1.3 -2.7 0.1 0.767
H 1.873757 2.317471 -0.170618 1.3 0.1 -0.7 0.230
H 0.644831 3.550169 0.245521 0.3 -0.2 -0.2 0.260
H 1.631080 2.976247 1.512428 0.6 -0.1 0.5 0.263
H -0.559588 1.817734 1.463379 -1.2 0.7 1.7 0.187
H 1.450144 -3.982877 0.120899 0.1 0.8 0.3 0.527
H 0.603878 0.128562 -0.593204 -1.0 1.3 1.8 0.383
H -1.703372 0.138675 -1.064677 0.5 1.6 -1.9 -0.015
H -2.928125 -1.671821 -1.331822 0.2 1.0 1.8 0.088

No. 4
26
Properties=species:S:1:pos:R:3:forces:R:3:nbo_charge:R:1 method="wB97M-V/def2-TZVPD" homo_ev=-12.9 total_charge=+1 orbital_gap_ev=8.686 de_lowest_ev=2.562
C 2.153802 -1.020069 -1.478344 -0.4 -3.8 1.0 -0.604
C -2.172968 2.546958 0.200595 5.1 -1.3 1.0 -0.593
C 1.143680 -2.118483 -0.921392 1.7 0.6 2.4 -0.468
C -0.593317 0.668387 0.954331 4.4 1.7 1.1 -0.277
C -0.562083 2.110957 0.436402 -2.4 1.7 -1.7 0.100
C 0.094203 -1.680803 0.160008 2.7 0.7 1.1 0.450
N 0.997022 -1.299067 1.891720 0.4 0.0 -2.4 0.215
N -0.531031 -0.327147 -0.122154 -2.8 -0.6 -4.0 -0.617
O 0.541938 -1.992806 2.674967 -0.9 -0.8 0.4 -0.193
O 0.183065 2.078756 -0.797501 -0.8 -2.1 1.1 -0.762
O -0.809681 -2.572795 0.501290 -0.4 -0.4 0.7 -0.679
H 2.629136 -1.487736 -2.345505 -0.5 0.7 -0.3 0.247
H 2.942570 -0.951480 -0.786666 1.0 0.5 1.1 0.224
H 1.699068 -0.098058 -1.572130 -0.6 2.0 -0.9 0.191
H -2.539620 2.710881 1.166944 -1.0 0.1 1.2 0.219
H -2.416912 1.661288 -0.264613 -2.0 -1.4 -1.2 0.180
H -2.135317 3.387861 -0.389119 -0.5 1.8 -1.4 0.223
H 1.746115 -3.015002 -0.504403 -1.1 1.5 -0.4 0.255
H 0.644152 -2.499772 -1.740937 -1.5 -0.9 -1.7 0.229
H -1.411570 0.634372 1.648874 -0.2 -1.0 0.3 0.253
H 0.494129 0.547791 1.409192 -2.6 0.3 -0.2 0.256
H -0.148042 2.914162 1.062399 0.2 -1.0 0.5 0.210
H 0.007636 0.109175 -0.955060 -0.9 -0.3 1.6 0.493
H -1.546549 -0.569501 -0.589171 2.8 0.8 1.5 0.455
H 0.382510 2.924201 -1.134154 0.2 1.7 -0.4 0.505
H -0.791936 -2.662071 1.494424 -0.1 -0.3 -0.3 0.487

No. 5
7
Properties=species:S:1:pos:R:3:forces:R:3:nbo_charge:R:1 method="wB97M-V/def2-TZVPD" homo_ev="-20.0 / -20.4" total_charge=+2 s2=6.07 multiplicity=5 orbital_gap_ev="9.536 / 9.895"
Li -2.188365 0.860083 0.079122 -0.7 0.7 0.0 0.977
Cr 2.662187 -0.450640 0.107055 0.5 0.0 0.3 1.429
O 1.321089 0.947721 -0.195050 -1.3 -1.7 0.6 -0.558
C 0.703218 -0.127637 0.055593 2.3 1.3 -1.4 0.379
O -0.576411 -0.214055 -0.253792 -1.8 -1.6 0.8 -0.660
C -1.194580 -1.535250 -0.033204 -2.5 3.0 0.6 0.839
F -2.532834 -1.007404 0.248919 3.3 -1.6 -0.9 -0.407

No. 6
12
Properties=species:S:1:pos:R:3:forces:R:3:nbo_charge:R:1 method="wB97M-V/def2-TZVPD" homo_ev=-14.8 total_charge=+1 orbital_gap_ev=5.039 de_lowest_ev=7.140
C -1.966288 -1.444679 0.289568 -0.4 1.7 -0.8 -0.286
O -0.955977 -0.609733 -0.094562 0.4 -1.2 0.7 -0.350
C 1.923086 0.879568 -0.212308 0.1 -0.1 -0.6 -0.482
N 0.574211 1.240765 -0.135882 0.3 0.1 -0.5 -0.347
H -2.257140 -2.078074 -0.552598 0.1 -0.5 0.4 0.238
H -1.548697 -2.010429 1.157092 0.1 -0.3 -0.2 0.309
H 1.958154 -0.044694 -0.839770 0.2 0.0 0.3 0.296
H 2.536770 1.669488 -0.636607 0.0 0.0 0.0 0.250
H 2.354297 0.575972 0.756865 -0.2 -0.2 0.1 0.301
H 0.349414 2.177716 -0.461139 -0.3 0.1 0.5 0.417
H -0.171051 0.506553 0.018717 -0.1 0.6 0.2 0.436
H -2.796777 -0.862454 0.710628 -0.1 -0.2 0.1 0.219

Energy, record by record: -1549.2422, -1975.2328, -644.6102, -572.4221, -1377.7518, -210.4907 Ha